Here is 2 unconnected molecules or ions with the total composition CHFINO2 from the Open Molecules 2025 dataset. Energies are from the ωB97M-V functional and the def2-TZVPD basis.

The max |F| is 2.794 eV/A. As for the multiplicity: 3. Its energy above the lowest of the compared OMol25 structures with the same formula, charge and spin is 0.0 kcal/mol. Its net charge is 0. Its HOMO energy (spin up / spin down) is -8.6091 / -10.0092 eV. The expectation value of S² is 2.01. The gap between HOMO and LUMO (spin up / spin down) is 8.93 / 8.13 eV.

Bonds (Å) are listed after each position.
Geometry (Å):
1 I 0.83 0.52 -2.24  C6 2.054
2 F 0.27 -1.74 -0.35  C6 1.391
3 O 3.48 0.05 1.34  N5 1.182
4 O 3.29 0.73 -0.71  N5 1.164
5 N 2.96 0.25 0.30  O3 1.182, O4 1.164
6 C 0.11 -0.37 -0.53  I1 2.054, F2 1.391, H7 1.152
7 H -0.98 -0.11 -0.28  C6 1.152